Here is C6H28AsF6O8 as an isolated structure from OMol25. Energies are from ωB97M-V/def2-TZVPD.

XYZ file:
```
49
Properties=species:S:1:pos:R:3:forces:R:3:lowdin_charge:R:1
As 0.536853 -0.266213 -1.492719 -0.721 1.170 -0.948 0.9723
F 1.708122 0.865223 -0.756597 -0.835 -1.093 -0.548 -0.2752
F 0.912445 0.367182 -3.132720 -0.322 -0.454 1.657 -0.2736
F -0.686507 -1.394858 -2.150350 1.064 0.975 0.671 -0.2644
F 0.096237 -0.792112 0.164922 0.918 0.110 -1.639 -0.2635
F -0.736748 1.080891 -1.397692 1.592 -1.821 0.113 -0.2925
F 1.799538 -1.473664 -1.799026 -1.116 0.864 0.911 -0.2576
O 3.097966 3.209066 -1.069873 0.476 0.439 -0.202 -0.0586
H 2.248005 3.627889 -1.205418 -0.266 0.043 0.026 0.0346
H 2.891845 2.385139 -0.628415 -0.172 -0.343 0.033 -0.0028
O 0.808917 0.930706 -5.774354 -0.240 -0.095 -0.732 -0.0727
H 1.336207 1.698743 -5.554559 0.299 0.190 0.184 -0.0142
H 0.518284 0.589144 -4.928709 -0.036 -0.079 0.202 -0.0114
O 2.796115 2.668747 -4.320378 -0.080 0.120 -0.419 -0.0468
H 3.565731 3.215835 -4.163470 0.141 0.094 0.087 0.0352
H 2.540811 2.358806 -3.451482 -0.073 -0.221 0.411 0.0096
O -3.276004 -1.602223 -3.289945 -0.425 -0.161 -0.309 -0.0584
H -2.491967 -1.509424 -2.748734 0.390 0.229 0.137 -0.0206
H -3.749930 -2.337692 -2.901731 -0.089 -0.166 0.053 0.0139
O -3.331667 1.559580 -2.585421 -0.370 0.211 -0.312 -0.0579
H -2.441242 1.687111 -2.258158 0.436 -0.160 0.145 -0.0105
H -3.894058 1.778067 -1.842323 -0.081 -0.031 0.188 0.0234
O 4.784421 -3.540660 -2.464391 0.213 -0.096 0.186 -0.0559
H 5.205641 -3.937731 -3.226725 0.107 -0.067 -0.171 0.0222
H 3.893941 -3.345905 -2.756536 -0.343 0.210 0.018 0.0240
C 0.861175 1.208664 5.329455 0.684 0.542 -0.621 -0.0496
C 1.409370 1.807098 3.964605 -0.759 -0.533 0.244 -0.4664
C 1.268320 0.856726 2.771860 -0.673 -0.948 1.508 -0.0579
O 0.577754 2.875851 3.584977 -0.824 0.945 -0.623 -0.0633
H 1.222940 0.197792 5.517531 -0.149 -0.114 -0.171 0.0650
H -0.226263 1.270030 5.372335 -0.046 -0.395 -0.578 0.0715
H 1.140428 1.790862 6.207616 0.500 0.297 -0.110 0.0554
H 2.472650 2.044707 3.997311 0.062 0.533 0.515 0.1237
H 0.286753 0.391595 2.862808 -0.294 0.118 -0.345 0.0696
H 1.942357 0.022929 2.968213 0.401 0.006 -0.647 0.0817
H 1.331796 1.331720 1.792854 0.404 -0.077 0.277 0.0712
H 0.693060 3.770961 3.912217 0.663 -0.370 0.539 0.0884
C -3.131863 -2.547677 0.330315 0.180 0.373 0.638 -0.0537
C -2.939905 -1.718129 1.641119 0.175 0.805 -1.550 -0.4503
C -2.155804 -2.464194 2.716213 0.390 0.290 -0.709 -0.0601
O -2.253166 -0.486576 1.296162 -1.093 -0.544 0.762 -0.0800
H -2.137634 -2.795997 -0.041088 0.003 -0.433 -0.044 0.0736
H -3.617137 -1.992784 -0.472622 0.005 0.486 0.278 0.0639
H -3.763944 -3.423620 0.476236 0.303 -0.296 0.207 0.0689
H -3.930101 -1.381562 1.948235 0.011 -0.110 0.427 0.1237
H -2.538065 -3.475681 2.853564 -0.026 0.075 0.387 0.0724
H -2.008165 -1.885868 3.628275 -0.663 -0.113 0.174 0.0721
H -1.132631 -2.526337 2.345616 0.119 -0.372 -0.260 0.0733
H -1.504881 -0.692160 0.730997 0.158 -0.032 -0.039 0.0084
```
Forces are in eV/Å.

Computed properties:
Strongest force on any atom ... 2.42 eV/A
Net charge ... -1
LUMO level ... 2.6 eV
Orbital gap ... 10.028 eV